# 1
12
Properties=species:S:1:pos:R:3:forces:R:3 method="wB97M-V/def2-TZVPD" e_tot_ha=-1076.2732 total_charge=0 e_above_lowest_kj_mol=286.1 max_force_ev_per_a=4.7 gap_ev=10.7056
C 0.23008 -0.65286 -1.39250 -1.8424 -1.3751 -0.3979
C -0.16407 -0.44661 0.00892 1.1955 -1.5448 3.0485
C -0.76949 0.77762 0.38931 -3.0796 2.9475 2.0662
C 0.70349 0.42408 0.84041 -1.0794 2.7727 0.8552
H 0.21706 0.34953 -1.99591 0.1236 -2.1296 1.1157
H 1.26760 -1.16315 -1.28409 -2.0286 0.3624 -1.3099
H -0.86364 -1.33405 -1.55898 3.7010 1.4209 -1.0345
H -1.54262 0.84319 1.33813 2.2434 -0.5187 -2.4838
H -1.18341 1.45549 -0.44182 1.3186 -0.7245 1.3114
H 1.56665 0.88617 0.48130 0.7933 0.5491 -1.6861
Cl -0.58762 -1.87513 1.00526 -0.3955 -0.5326 -0.6550
Cl 1.12596 0.73572 2.60997 -0.9498 -1.2273 -0.8298

# 2
20
Properties=species:S:1:pos:R:3:forces:R:3 method="wB97M-V/def2-TZVPD" e_tot_ha=-1107.6978 total_charge=+1 e_above_lowest_kj_mol=0.0 max_force_ev_per_a=6.4 gap_ev=10.1995
C 2.40325 -0.24859 -0.93290 -4.0411 0.1377 0.2635
C 0.57821 0.03378 0.72121 -3.3641 -0.8015 4.7379
N 1.46353 -1.22839 -1.56345 2.0640 2.0801 -1.5784
N -0.34157 0.63917 0.07578 -1.9143 2.8202 -1.6113
N 0.40744 -0.55739 1.95218 -0.2812 -0.1964 -0.9145
N -2.56793 2.19307 0.31970 -0.4671 1.3241 0.6617
N 0.10054 -2.85516 -0.67463 -1.3491 -0.5325 0.5674
N 0.71675 -1.99979 -1.03470 1.1225 -1.1540 0.6954
O 1.77523 0.06368 0.45009 5.8638 -0.0771 -2.5215
O -1.98440 0.64060 -1.56586 -0.9133 0.4490 0.9512
O -2.56231 -0.26300 0.70352 -0.5749 0.8344 -0.0426
O 3.63920 -0.65598 -0.67013 -0.1619 0.0737 -1.3179
S -1.90989 0.80750 0.01347 2.4802 -3.9906 -0.0625
H 2.16129 0.64792 -1.55438 1.3550 -0.5203 0.5255
H -0.53986 -0.76267 2.14879 -1.0305 -0.1936 0.5884
H 1.04721 -1.30418 2.22788 -0.0980 0.5984 -0.2389
H -2.47459 2.95202 -0.31990 0.4183 0.3064 -0.8570
H -3.05879 2.53590 1.17332 0.7919 -1.4118 -0.4870
H -2.68251 -0.02505 -1.72920 -0.0819 0.2466 -0.2272
H 3.82921 -0.61344 0.25920 0.1817 0.0072 0.8678

# 3
50
Properties=species:S:1:pos:R:3:forces:R:3 method="wB97M-V/def2-TZVPD" e_tot_ha=-1221.5637 total_charge=+4 e_above_lowest_kj_mol=30.2 multiplicity=4 max_force_ev_per_a=7.8 gap_ev="7.7705 / 4.8242"
N -3.50164 -1.23518 -0.24955 -1.0621 0.8721 -0.9884
C -4.52668 -1.00442 -0.75363 1.4620 -0.8272 1.0230
C -5.85409 -0.86284 -1.30557 -0.4467 0.1349 -0.1831
H -6.22078 -1.86238 -1.58572 0.0744 0.3294 0.0450
H -5.83319 -0.21105 -2.18899 -0.0962 -0.2043 0.2279
H -6.51991 -0.43330 -0.54200 0.1677 -0.1223 -0.2686
N 1.35117 3.52374 -0.58112 0.1283 -0.4743 -1.2714
C 1.79868 4.43024 -1.16115 -0.5573 -0.2467 1.7714
C 2.33302 5.67677 -1.64109 0.1683 0.0274 -0.4859
H 1.81289 5.97534 -2.55877 0.0860 0.0337 0.0724
H 3.40428 5.55902 -1.84082 -0.0864 0.0933 0.0115
H 2.18019 6.44944 -0.87692 -0.0182 -0.1235 0.0183
N 1.83571 -3.12191 0.91526 1.1757 0.1798 -0.3645
C 2.89572 -3.59215 0.86797 -1.3596 0.0677 0.2448
C 4.14889 -4.31586 0.87362 0.4268 -0.1333 0.0180
H 4.77869 -3.96047 1.70266 -0.1529 -0.1362 -0.2821
H 4.67146 -4.17494 -0.08272 -0.1013 -0.0981 0.3081
H 3.92595 -5.38384 1.02008 0.1166 0.3054 -0.0686
Re 0.63737 1.34918 -0.81915 0.9417 3.0089 1.8191
C 2.02480 1.10441 0.60942 5.5049 -1.1912 5.3934
O 2.82436 0.92270 1.43123 -3.5202 0.8295 -3.7428
C -1.01392 2.16870 -0.04070 -5.2374 2.3517 2.1275
O -1.98461 2.59255 0.38982 2.8775 -1.1972 -1.3381
C -0.57060 1.04890 -2.61812 -1.6339 0.1032 -1.4355
C -0.39170 -0.17586 -1.95891 -0.8116 -1.0416 -0.8043
C 0.91446 -0.61943 -1.68341 -0.0331 -1.5206 -0.4826
C 1.99838 0.16526 -2.07859 1.9406 -0.5755 -0.8035
C 1.81178 1.45833 -2.58539 1.6628 -0.0115 -1.0552
C 0.50612 1.90258 -2.85913 -0.6634 1.0930 -1.6910
H -1.58553 1.39807 -2.82228 0.2302 -0.0569 0.0126
H -1.26043 -0.77126 -1.68338 0.0745 0.1249 0.1303
H 1.08555 -1.57052 -1.18384 0.0001 0.1315 0.1237
H 3.01351 -0.17340 -1.85818 -0.2097 0.0757 -0.0695
H 2.68280 2.10419 -2.70959 -0.2769 -0.1641 -0.1595
H 0.30141 2.91689 -3.20786 0.1718 -0.3170 -0.0690
C -1.41633 -1.91719 3.49744 -0.1253 -0.4095 0.0112
N -1.00063 -1.54997 2.15712 -0.8236 -2.6000 -0.5311
C -1.11202 -2.51587 1.08338 -0.5586 -0.7003 1.6603
C -0.51762 -0.33762 1.86057 1.0419 2.1591 -1.4423
C -0.38022 0.69915 2.91844 0.0574 -0.0807 -0.3746
O -0.20395 -0.16583 0.64276 -0.8295 -0.7291 2.7795
H -1.76393 -2.95132 3.46008 0.0473 0.2724 0.2188
H -2.22373 -1.25724 3.84498 0.0592 0.0210 -0.0574
H -0.57674 -1.82299 4.20057 -0.0169 0.0396 -0.0717
H -1.79245 -2.15730 0.30015 -0.2979 0.3897 -0.1453
H -0.12960 -2.72892 0.64304 0.4744 0.1121 0.0218
H -1.51660 -3.42897 1.53045 0.1183 0.1528 -0.3426
H 0.29329 0.32678 3.70004 -0.2057 0.1485 0.0978
H 0.03668 1.61313 2.48961 -0.0776 -0.0943 0.2062
H -1.37027 0.91668 3.33789 0.1934 -0.0019 0.1862